# 1
The following is a DFT calculation (ωB97M-V with the def2-TZVPD basis set) of a 4-piece molecular cluster, C3H12O2S2 overall.

Computed properties:
Energy above the lowest of the compared OMol25 structures with the same formula, charge and spin: 5.977 eV
E_tot: -1068.14457 a.u.
M: 144.3 g mol⁻¹
Max |F|: 0.891 eV/A
LUMO energy: -4.890 eV
Orbital gap: 3.57 eV
HOMO level: -0.3109 hartree
2S+1: 1

Each line ends with the Löwdin charge.
Atoms and positions in Å:
S (-2.672, -0.579, -0.432)  0.433
S (1.974, -0.786, 0.473)  0.849
O (-1.243, 1.964, -1.531)  -0.113
O (2.501, -0.919, -2.402)  -0.119
C (-0.277, 0.425, 1.303)  -0.330
C (-0.002, 0.376, 2.804)  -0.101
C (0.929, 0.594, 0.277)  -0.573
H (-3.572, -1.031, 0.453)  -0.274
H (0.492, 0.596, -0.717)  0.041
H (1.815, -1.328, -2.941)  0.035
H (1.489, 1.529, 0.402)  0.101
H (-2.022, 2.532, -1.466)  0.044
H (2.196, -1.086, -1.489)  -0.141
H (0.984, -0.035, 2.964)  0.043
H (-0.730, -0.256, 3.309)  0.080
H (-1.605, 1.086, -1.317)  -0.133
H (-0.076, 1.334, 3.316)  0.076
H (-1.065, 1.147, 1.047)  0.088
H (-0.708, -0.508, 0.962)  -0.004

***

# 2
The following is a DFT calculation (ωB97M-V with the def2-TZVPD basis set) of C26H55BBaF4NO12 as an isolated structure in a non-equilibrium geometry.

Computed properties:
Energy above the lowest of the compared OMol25 structures with the same formula, charge and spin: 0.617 eV
E_tot: -2430.96328 a.u.
M: 797.9 g mol⁻¹
Max |F|: 3.050 eV/A
LUMO energy: -2.878 eV
Orbital gap: 8.45 eV
Net charge: +1
HOMO level: -0.4161 hartree
2S+1: 1

Each line ends with the Löwdin charge.
Atoms and positions in Å:
Ba (0.231, -1.474, -2.975)  2.201
F (0.593, -1.809, -0.223)  0.081
F (-1.144, -1.458, 1.164)  0.152
F (-1.445, -2.372, -0.903)  0.085
F (-0.838, -0.173, -0.790)  0.043
O (-3.991, 1.669, 2.870)  -0.152
O (4.343, -4.822, 5.635)  0.082
O (0.609, 2.333, 2.778)  -0.144
O (2.749, -1.159, -1.973)  -0.359
O (-4.115, 2.088, -2.653)  -0.172
O (-1.918, 0.161, -3.366)  -0.388
O (-2.460, 3.772, 1.531)  -0.230
O (0.505, -4.224, -2.837)  -0.333
O (1.462, 1.228, -2.503)  -0.276
O (2.972, 1.864, 4.277)  -0.184
O (5.447, -3.030, 6.004)  0.083
O (-1.350, -3.165, -4.510)  -0.375
N (4.593, -3.657, 5.408)  -0.357
C (-0.771, -4.847, -2.988)  -0.219
C (2.816, -3.648, 3.748)  0.008
C (2.453, -1.737, 2.329)  -0.068
C (-4.525, 2.886, 2.428)  -0.196
C (2.092, 1.089, -1.236)  -0.194
C (-4.457, 3.151, -1.778)  -0.081
C (0.680, 2.415, -2.598)  -0.068
C (-3.524, 4.018, 2.471)  -0.169
C (3.165, 0.002, -1.232)  -0.150
C (-1.491, 4.787, 1.496)  -0.122
C (-3.700, 0.968, -1.919)  -0.208
C (-3.686, 0.696, 1.929)  -0.129
C (-0.260, 1.561, 1.983)  -0.094
C (-2.294, -2.641, -5.459)  -0.051
C (1.891, 2.443, 2.230)  -0.219
C (-1.355, -4.589, -4.372)  -0.151
C (3.831, -2.039, -2.165)  -0.103
C (1.175, -4.847, -1.710)  -0.038
C (-3.219, -0.131, -2.858)  -0.173
C (-1.944, 1.032, -4.481)  -0.104
C (3.558, -1.109, 2.881)  -0.065
C (2.127, -3.023, 2.721)  -0.054
C (2.873, 2.878, 3.321)  -0.226
C (3.945, 2.166, 5.267)  -0.092
C (3.865, -2.964, 4.356)  -0.146
C (4.221, -1.688, 3.955)  0.010
B (-0.730, -1.439, -0.170)  -1.446
H (-3.124, -1.037, -2.255)  0.122
H (-2.991, 4.114, 3.420)  0.135
H (-1.481, -4.547, -2.210)  0.132
H (-3.756, 3.288, -0.949)  0.078
H (1.387, 0.963, -0.415)  0.102
H (-5.022, 2.821, 1.459)  0.122
H (2.150, -4.377, -1.635)  0.082
H (3.298, -0.266, -0.179)  0.123
H (1.249, -5.920, -1.875)  0.103
H (-4.466, 4.091, -2.328)  0.092
H (0.426, 2.526, -3.647)  0.088
H (-2.971, 1.034, 1.168)  0.064
H (-2.360, -4.991, -4.479)  0.142
H (-1.873, 5.801, 1.344)  0.089
H (3.738, 1.499, 6.106)  0.093
H (1.280, 3.263, -2.250)  0.099
H (-0.721, 4.609, 0.747)  0.079
H (1.920, 3.131, 1.380)  0.123
H (-4.050, 4.930, 2.168)  0.129
H (0.022, 0.503, 2.003)  0.085
H (-0.206, 2.406, -1.957)  0.097
H (-3.309, -2.974, -5.238)  0.106
H (1.874, -1.173, 1.609)  0.079
H (4.113, 0.407, -1.586)  0.134
H (-1.001, 1.029, -5.028)  0.091
H (2.256, 1.461, 1.898)  0.101
H (-5.456, 2.972, -1.370)  0.093
H (-4.569, 0.312, 1.401)  0.090
H (3.610, -2.773, -2.952)  0.090
H (-2.842, 1.143, -1.266)  0.116
H (-3.940, -0.372, -3.644)  0.138
H (-1.287, 1.674, 2.317)  0.073
H (3.862, 3.183, 5.657)  0.090
H (0.568, -4.669, -0.820)  0.103
H (-0.764, -5.940, -2.904)  0.139
H (5.031, -1.159, 4.437)  0.120
H (-0.600, -4.891, -5.106)  0.143
H (-3.195, -0.182, 2.350)  0.092
H (-2.247, -1.567, -5.278)  0.062
H (-0.282, 1.817, 0.914)  0.079
H (2.628, -4.656, 4.087)  0.119
H (-5.243, 3.199, 3.195)  0.132
H (4.942, 1.948, 4.868)  0.089
H (1.315, -3.578, 2.267)  0.109
H (-4.505, 0.529, -1.321)  0.137
H (4.741, -1.537, -2.496)  0.102
H (4.054, -2.707, -1.326)  0.104
H (3.867, -0.114, 2.600)  0.093
H (-0.975, 4.767, 2.465)  0.091
H (-2.276, 2.042, -4.230)  0.100
H (-2.745, 0.689, -5.151)  0.098
H (3.804, 3.180, 2.822)  0.128
H (2.678, 2.014, -1.160)  0.136
H (2.479, 3.795, 3.778)  0.131
H (-2.009, -2.874, -6.485)  0.105

***

# 3
The following is a DFT calculation (ωB97M-V with the def2-TZVPD basis set) of an isolated ion of composition C5H8N and charge +1 in a non-equilibrium geometry.

Computed properties:
SMILES: CC1=CC=C[NH2+]1
Energy above the lowest of the compared OMol25 structures with the same formula, charge and spin: 1.825 eV
E_tot: -249.75807 a.u.
M: 82.1 g mol⁻¹
Max |F|: 5.200 eV/A
LUMO energy: -4.235 eV
Orbital gap: 9.78 eV
Net charge: +1
HOMO level: -0.5151 hartree
2S+1: 1

Each line ends with the Löwdin charge.
Atoms and positions in Å:
N (-0.243, 0.619, 0.888)  0.106
C (-1.543, 1.025, 0.285)  -0.013
C (0.422, -0.279, -0.192)  -0.165
C (-1.569, 0.423, -0.924)  -0.037
C (-0.402, -0.311, -1.281)  0.039
C (1.702, -0.957, 0.167)  -0.023
H (1.731, -1.688, 0.984)  0.101
H (-0.454, 0.205, 1.833)  0.214
H (0.303, 1.484, 1.092)  0.206
H (2.204, -1.447, -0.624)  0.078
H (-2.474, 0.465, -1.541)  0.136
H (-2.251, 1.652, 0.827)  0.138
H (2.522, -0.293, 0.493)  0.100
H (0.053, -0.897, -2.006)  0.120

***

# 4
The following is a DFT calculation (ωB97M-V with the def2-TZVPD basis set) of the molecule C4H7N3O in a non-equilibrium geometry.

Computed properties:
SMILES: C=C(N)/N=C\C(N)=O
Energy above the lowest of the compared OMol25 structures with the same formula, charge and spin: 3.499 eV
E_tot: -396.01983 a.u.
M: 113.1 g mol⁻¹
Max |F|: 5.675 eV/A
LUMO energy (spin up / spin down): -0.315 / -0.316 eV
Orbital gap (spin up / spin down): 8.17 / 8.17 eV
HOMO level (spin up / spin down): -0.3117 / -0.3117 hartree
2S+1: 1

Each line ends with the Löwdin charge.
Atoms and positions in Å:
O (1.284, -0.496, -1.858)  0.067
N (-1.028, 1.168, -0.933)  0.101
N (1.931, -0.350, 0.388)  0.137
N (-1.103, -1.190, 0.130)  0.140
C (-1.037, 0.820, 1.408)  0.037
C (-0.801, 0.381, 0.149)  -0.484
C (1.022, -0.636, -0.650)  -0.540
C (0.002, -1.697, -0.272)  -0.090
H (-1.736, 1.884, -0.841)  0.104
H (1.711, 0.463, 0.954)  0.089
H (-0.859, 0.167, 2.253)  0.061
H (-1.400, 1.822, 1.614)  0.059
H (2.882, -0.267, 0.042)  0.097
H (0.123, -2.747, -0.562)  0.122
H (-0.990, 0.677, -1.821)  0.100

***

# 5
The following is a DFT calculation (ωB97M-V with the def2-TZVPD basis set) of a 2-piece molecular cluster, C6H16O overall in a non-equilibrium geometry.

Computed properties:
SMILES: CCC(C)CC.O
Energy above the lowest of the compared OMol25 structures with the same formula, charge and spin: 3.087 eV
E_tot: -313.33011 a.u.
M: 104.2 g mol⁻¹
Max |F|: 6.296 eV/A
LUMO energy: 0.630 eV
Orbital gap: 9.97 eV
HOMO level: -0.3430 hartree
2S+1: 1

Each line ends with the Löwdin charge.
Atoms and positions in Å:
O (-2.766, -0.003, -0.403)  0.000
C (0.778, -0.050, 0.547)  -0.418
C (0.337, -2.587, -0.408)  -0.087
C (-0.005, 1.241, 0.751)  -0.255
C (2.201, 0.095, 0.074)  -0.124
C (-0.250, -1.128, -0.191)  -0.206
C (0.254, 2.361, -0.318)  -0.094
H (-1.053, -1.161, 0.616)  0.112
H (2.870, -0.840, -0.006)  0.081
H (2.363, 0.898, -0.723)  0.069
H (-0.432, 3.146, -0.298)  0.042
H (1.433, -2.508, -0.873)  0.107
H (-1.129, 1.149, 0.629)  0.086
H (0.863, -0.587, 1.677)  0.167
H (-0.349, -0.611, -1.060)  0.045
H (0.523, -2.904, 0.606)  0.049
H (0.082, 1.571, 1.831)  0.115
H (2.783, 0.715, 1.033)  0.139
H (-0.346, -3.231, -0.777)  0.009
H (0.051, 1.807, -1.273)  0.094
H (1.260, 2.680, -0.279)  0.039
H (-3.516, -0.492, -0.456)  -0.005
H (-3.171, 0.799, -0.144)  0.035

***

# 6
The following is a DFT calculation (ωB97M-V with the def2-TZVPD basis set) of the molecule C4H6N2O in a non-equilibrium geometry.

Computed properties:
SMILES: [H]/N=C/OCCC#N
Energy above the lowest of the compared OMol25 structures with the same formula, charge and spin: 2.139 eV
E_tot: -340.71632 a.u.
M: 98.1 g mol⁻¹
Max |F|: 2.466 eV/A
LUMO energy: 0.643 eV
Orbital gap: 11.47 eV
HOMO level: -0.3980 hartree
2S+1: 1

Each line ends with the Löwdin charge.
Atoms and positions in Å:
O (-1.053, -1.093, 0.272)  -0.094
N (3.100, 0.898, -0.862)  0.150
N (-1.705, 1.020, -0.678)  0.103
C (0.259, -1.062, -0.287)  -0.181
C (1.101, -0.015, 0.475)  -0.154
C (2.127, 0.474, -0.413)  -0.249
C (-1.809, 0.059, 0.161)  -0.305
H (-2.415, 0.307, 1.116)  0.151
H (1.619, -0.421, 1.354)  0.130
H (0.632, 0.915, 0.841)  0.126
H (0.678, -2.076, -0.179)  0.136
H (-2.413, 1.726, -0.395)  0.064
H (0.187, -0.857, -1.364)  0.124

***

Question: M of number 2 (C26H55BBaF4NO12)?
Answer: 797.9 g mol⁻¹